1.
Molecular formula: C24H24AlBrN6O4SSbSe4
Method: DFT, ωB97M-V with the def2-TZVPD basis set

The calculation puts the HOMO-LUMO gap (alpha / beta) at 0.15128 / 0.19413 Ha. The energy above the lowest of the compared OMol25 structures with the same formula, charge and spin comes out at 46.90 kJ/mol. As for the spin multiplicity: 2. The charge is -2. The HOMO energy (alpha / beta) is -0.51 / -1.68 eV. The LUMO energy (alpha / beta) is 0.1325 / 0.1322 Ha.

The geometry in XYZ format:
```
66
Properties=species:S:1:pos:R:3:forces:R:3
C 2.7399 -5.5179 -1.1839 -0.004 0.006 0.000
N -1.1147 -1.3381 -1.4013 -0.007 -0.034 0.013
H -0.4106 -5.1641 4.9974 0.001 -0.002 -0.003
Se -0.7971 1.8281 -1.3861 -0.073 0.122 -0.078
O -1.6460 -2.0996 -3.4635 -0.087 0.189 -0.015
H 6.0969 -2.4630 -0.6646 -0.003 0.000 -0.003
Sb -2.7744 2.9847 -0.2049 -0.080 0.008 -0.064
C 2.0691 2.9317 2.5561 0.031 0.019 -0.007
H -3.1390 -0.9312 -2.9985 0.038 -0.057 -0.047
H -1.7240 0.5985 1.4059 0.027 -0.238 -0.165
C 1.8841 -6.2714 -1.9856 0.060 -0.034 -0.021
H 3.8032 -5.7380 -1.1811 -0.001 0.003 -0.002
H 2.5293 -1.4596 -2.8709 -0.103 -0.026 -0.053
N 2.8355 -0.5157 -1.0919 0.089 0.004 0.013
C 4.7540 -1.0125 0.1837 0.053 -0.063 -0.023
C 0.2901 -4.6563 4.3458 0.000 -0.006 0.008
H 1.0863 2.8698 0.6658 -0.004 0.010 0.013
N -0.7919 -1.8278 -2.6153 -0.020 -0.392 0.057
N -2.6570 -0.6319 0.1245 0.319 -0.204 -0.491
C 0.7488 -3.4902 2.2899 0.019 -0.013 -0.063
H -1.0424 -4.7011 -1.2366 0.013 0.005 0.000
C 2.2709 -4.4799 -0.4024 0.069 0.027 -0.001
C 2.1111 0.8622 3.7926 0.006 -0.009 0.016
O 0.3877 -2.0789 -2.7878 0.250 0.169 -0.039
H 3.5205 -3.6405 4.2309 -0.004 0.000 0.000
C 0.5112 -5.9549 -1.9984 -0.059 0.041 0.028
H 2.7321 -2.6909 2.0849 -0.011 -0.024 -0.001
O 0.9600 -1.7043 0.4869 -0.043 0.105 -0.009
H 2.3011 3.9869 2.4922 -0.016 -0.002 0.007
H -1.1623 -4.3201 2.7987 0.004 -0.011 -0.001
H 2.2702 -7.0727 -2.6029 -0.002 0.008 0.006
H 4.6580 -2.7875 -2.6892 0.000 0.003 -0.007
C 2.4959 -3.7999 3.9151 0.006 -0.015 0.015
C 2.4277 2.2011 3.6745 0.018 0.004 0.015
H 2.9595 -3.8762 0.1723 0.007 -0.003 0.010
N -1.5486 -0.3422 0.9478 0.011 0.582 0.473
H -3.4491 0.0177 0.2383 -0.358 0.146 0.060
Se -2.9435 5.1523 -1.2640 0.057 0.020 0.059
H 1.2253 -0.8121 2.8353 0.000 0.028 0.006
C 5.1770 -1.9075 -0.7884 -0.041 0.012 0.014
H 5.3264 -0.8379 1.0837 -0.004 0.002 0.006
C 1.3897 2.2871 1.5296 0.008 -0.004 -0.037
C -2.3762 -0.9080 -1.1805 -0.197 -0.113 0.215
Se -4.8936 1.6804 -0.5128 0.118 0.117 -0.068
C 0.8814 -4.1839 -0.3900 -0.140 0.123 0.162
Se -2.2376 2.8106 2.1766 0.037 -0.122 0.047
S 0.1692 -3.0440 0.6722 0.131 -0.222 -0.085
H 1.9512 -4.8612 5.7014 -0.002 0.001 -0.007
C 1.0727 0.9223 1.5677 -0.056 0.035 -0.039
C 4.3902 -2.0844 -1.9142 0.044 -0.035 0.029
Al 0.2231 -0.0009 -0.0376 0.156 -0.020 0.076
C -0.1374 -4.1752 3.1230 -0.010 0.014 -0.009
H -0.1645 -6.5040 -2.6437 0.002 0.002 0.003
C 3.2164 -1.3750 -2.0480 -0.042 -0.035 0.021
C 1.4450 0.2462 2.7354 -0.047 -0.020 -0.018
H 2.3801 0.3082 4.6835 0.002 0.000 -0.002
H 3.1646 0.3855 0.7193 0.019 -0.011 -0.030
C 0.0152 -4.9423 -1.2177 -0.013 -0.040 -0.031
O 1.7337 0.1810 -1.2683 -0.211 0.003 -0.055
C 2.0717 -3.2932 2.6957 0.006 0.018 -0.012
N -3.3774 -0.7653 -2.0353 0.236 0.114 -0.068
H -3.9954 0.0401 -1.8072 -0.231 -0.109 0.159
H -1.5160 -1.0114 1.7126 -0.012 -0.107 -0.044
C 1.6155 -4.4818 4.7443 0.009 0.004 0.009
Br 3.3873 3.0611 5.0928 -0.008 -0.005 -0.006
C 3.5762 -0.3214 0.0124 0.044 0.032 0.067
```
Positions in Å, forces in eV/Å.

=====

2.
Molecular formula: C24H24AsF6IrN6OS
Method: DFT, ωB97M-V with the def2-TZVPD basis set

The calculation puts the HOMO-LUMO gap (alpha / beta) at 0.23047 / 0.24673 Ha. The energy above the lowest of the compared OMol25 structures with the same formula, charge and spin comes out at 105.17 kJ/mol. As for the spin multiplicity: 2. The charge is -1. The HOMO energy (alpha / beta) is -3.90 / -4.41 eV. The LUMO energy (alpha / beta) is 0.0870 / 0.0848 Ha.

The geometry in XYZ format:
```
64
Properties=species:S:1:pos:R:3:forces:R:3
C -0.3856 0.5053 3.0899 -0.445 -0.191 0.128
H -0.4766 -2.8688 2.7537 0.015 0.010 0.005
H -0.1587 1.7619 4.7951 0.002 0.056 -0.047
H -1.5690 1.5768 6.8334 -0.007 -0.017 0.062
H 2.4876 2.5919 0.4164 -0.021 -0.107 -0.093
N -0.8834 -0.8731 1.1244 0.325 1.547 -0.755
C -2.1876 -1.1464 -3.6007 0.054 -0.079 -0.039
H -2.0087 3.1867 -2.9928 -0.098 -0.014 0.094
O -2.4642 2.5993 -1.0821 0.121 -0.737 0.539
H -3.3284 -2.7309 -2.5323 0.066 -0.124 0.097
F 4.4710 -3.3501 1.1035 -0.175 0.149 -0.058
H -0.4974 0.3311 -3.5674 0.001 0.089 0.071
C -1.5453 3.1703 -2.0059 0.568 0.324 -0.558
H -1.3282 4.1922 -1.6946 -0.096 -0.049 0.051
N -1.6520 -1.8323 -1.5752 -0.395 0.126 -0.345
C 2.0034 1.0858 3.2581 0.120 0.080 -0.165
H -3.6186 -0.7281 4.7717 -0.030 -0.019 -0.032
N 1.2493 1.4481 -1.6651 -0.834 0.308 0.252
H -2.8995 1.3259 1.5316 0.131 -0.045 -0.043
F 1.9480 -1.0000 0.4805 0.346 -0.137 0.044
F 4.0252 -1.0341 1.8377 -0.092 -0.079 -0.140
H -2.0433 -4.3657 -1.6281 0.019 0.025 -0.060
C -1.0935 -2.1939 0.8217 -0.053 -0.232 -0.307
S 2.4323 3.0524 -3.5970 0.330 0.431 -0.552
C -2.4145 1.2472 6.2303 0.000 -0.006 -0.106
H -0.6172 2.5994 -2.0363 -0.226 0.064 0.058
H -3.3775 0.0558 0.4222 0.153 -0.035 0.042
C -1.8727 -6.4245 0.0959 0.153 0.074 0.014
C -1.4983 -2.6696 -0.4446 0.164 -0.404 0.762
H -2.5432 -6.5590 -0.7525 -0.035 -0.039 0.003
H 3.9061 2.0349 2.6872 0.040 -0.066 -0.013
H -4.0978 1.6862 0.2702 -0.022 -0.023 0.034
H -2.9342 -1.6324 2.6076 -0.013 0.002 -0.034
C -1.7578 -4.0277 -0.6399 0.104 0.025 -0.048
C -2.3217 -0.8785 3.0846 -0.008 -0.002 0.020
Ir -0.0920 0.5863 -0.3102 -0.861 -1.289 0.909
H -0.9335 -6.9319 -0.1365 -0.024 -0.077 0.001
C 2.8837 1.7897 2.4683 -0.083 0.124 0.069
C -1.9531 0.6126 4.9472 0.026 -0.035 -0.013
N 0.9329 1.5972 1.3922 -0.348 -0.527 -1.352
C -2.5219 -2.0239 -2.5937 -0.010 0.250 0.013
C -1.1622 -0.4465 2.4042 -0.099 0.054 0.150
C 2.1689 2.0776 1.3063 0.064 0.079 0.108
H -0.9630 -5.2349 2.3867 0.024 0.025 0.050
C -3.1864 1.1267 0.4963 -0.386 0.134 -0.182
H -3.0156 0.5492 6.8125 0.019 0.009 0.079
As 3.2240 -2.1750 0.7821 -0.029 -0.138 0.244
C -1.0844 -0.4464 -3.1085 0.100 -0.129 -0.081
H 2.1380 0.6271 4.2208 -0.109 -0.028 0.040
F 2.3943 -3.3121 -0.2413 0.075 0.121 0.076
C -1.1506 -4.5182 1.5960 -0.061 0.101 -0.112
H -3.0337 2.1239 6.0236 -0.014 0.011 0.048
N 0.8438 0.9834 2.5816 0.262 -0.121 0.180
F 2.3100 -2.7541 2.1632 0.099 0.072 -0.181
C -2.7075 -0.3696 4.3055 0.114 0.017 -0.005
C -0.8856 -3.1861 1.8051 0.026 -0.010 -0.010
N -0.7754 -0.8691 -1.8888 0.480 0.885 0.464
C -1.6206 -4.9658 0.3622 -0.063 0.004 -0.043
C -2.0828 1.5247 -0.4230 1.122 0.139 -0.076
H -2.6629 -1.0443 -4.5598 -0.028 0.030 0.003
H -2.3073 -6.9120 0.9685 -0.038 -0.045 -0.010
C -0.7897 1.0187 4.3205 -0.007 0.034 0.030
C 1.7572 2.1168 -2.4807 -0.315 -0.515 0.624
F 4.1156 -1.5548 -0.5700 -0.095 -0.079 0.099
```
Positions in Å, forces in eV/Å.

=====

3.
Molecular formula: C24H24Cl2LiN6O3S
Method: DFT, ωB97M-V with the def2-TZVPD basis set

The calculation puts the HOMO-LUMO gap at 0.24208 Ha. The charge is -1. The HOMO energy is -4.12 eV. The LUMO energy is 0.0908 Ha.

The geometry in XYZ format:
```
61
Properties=species:S:1:pos:R:3:forces:R:3
O -1.3265 -0.9224 0.7473 0.639 -0.071 0.125
C 3.8219 -0.6781 3.5987 0.044 -0.013 -0.027
N -4.2446 1.0424 -0.2221 0.275 0.035 -0.105
Li -2.9989 -0.5758 0.0875 -0.129 0.100 -0.337
H -1.3406 -5.5414 0.6135 0.005 -0.004 0.005
C -2.2580 -3.3809 -0.8488 -0.013 0.050 0.063
H 5.0584 3.7758 -1.9448 -0.036 -0.027 0.022
C 3.0834 -0.0544 0.9868 0.140 0.035 -0.078
C -6.0389 -0.2408 -0.5728 0.052 0.177 0.080
H -0.2825 -4.1323 0.8579 -0.011 0.013 -0.002
C 4.1334 1.0046 -3.6372 0.029 -0.008 -0.090
H 1.3352 3.0248 -1.2114 -0.090 -0.011 0.002
C 3.4843 0.3461 -2.6123 0.029 -0.028 0.086
H -7.6923 0.0082 0.5807 0.038 0.008 -0.056
H -7.8228 -1.1833 -0.6612 -0.094 -0.068 -0.051
C 4.4261 -0.1880 1.3289 -0.011 0.078 -0.059
H 5.1816 -0.0611 0.5613 -0.017 0.007 -0.002
C -2.3712 2.4834 -0.4120 0.262 -0.008 -0.018
H -2.2409 -4.3185 -1.4090 -0.001 -0.006 0.017
H 5.8475 -0.5733 2.8846 -0.014 -0.025 -0.009
H -0.0220 4.9229 -0.2923 0.003 -0.013 0.005
C 4.7978 -0.4864 2.6313 -0.064 0.042 0.017
C 4.6333 2.8008 -2.1445 0.041 0.006 -0.024
C 0.2837 2.9080 -0.9796 -0.051 0.056 -0.030
C -1.8103 3.7437 -0.1840 -0.060 -0.026 0.016
C -0.0712 -0.9418 0.6708 -0.134 -0.073 -0.105
H -2.9656 -3.2830 2.4620 -0.043 -0.053 0.010
H 1.7179 -0.6777 4.0101 0.026 0.021 -0.049
H 1.9617 -0.4973 -0.6275 0.055 -0.015 -0.052
C -0.3549 1.6916 -1.1800 -0.146 -0.065 -0.051
O -3.8314 -2.0553 1.0970 0.185 -0.419 0.146
C -1.2656 -4.5561 1.0797 -0.041 0.098 0.001
C -3.7893 2.2339 -0.1326 0.096 -0.104 -0.031
N -5.5437 0.8418 0.0221 -0.330 -0.100 0.186
C 3.9565 2.1464 -1.1283 -0.132 -0.121 -0.028
H 4.0995 -0.9276 4.6165 -0.017 0.027 -0.037
H -3.1482 -2.8206 -1.1322 -0.033 -0.019 0.024
H 5.2386 2.7553 -4.2021 0.004 -0.028 0.041
H -2.4299 4.5365 0.2189 0.032 -0.005 -0.010
C -0.4725 3.9531 -0.4688 0.011 0.022 -0.006
H 0.1972 0.8406 -1.5759 -0.098 0.067 0.041
S -5.3925 -1.0855 -1.9045 0.041 -0.110 0.078
Cl 2.7738 -1.2040 -2.9331 -0.018 0.005 -0.032
H 4.1830 0.5411 -4.6139 -0.033 -0.003 0.041
C -3.0761 -2.9712 1.4119 0.010 0.307 -0.214
C 0.6413 0.0259 1.6376 -0.031 -0.114 -0.025
C 2.0882 -0.2227 1.9582 -0.045 0.052 0.000
H 0.0447 0.0486 2.5477 0.028 0.046 0.073
C 4.7286 2.2330 -3.4028 -0.006 0.034 -0.015
H -4.4447 3.0661 0.1138 -0.031 0.090 0.004
N -1.6376 1.4743 -0.9075 -0.025 0.101 -0.036
C 2.4835 -0.5441 3.2518 -0.015 -0.043 0.009
H -1.3621 -2.7960 -1.0718 -0.025 -0.051 0.012
C 3.3781 0.8716 -1.3085 0.064 -0.051 0.017
Cl 3.7306 3.0213 0.3568 0.042 -0.202 0.126
H 0.5464 1.0120 1.1710 -0.004 0.023 0.028
N 2.6778 0.1837 -0.3441 -0.055 0.218 0.191
O 0.6167 -1.6297 -0.1219 -0.159 0.192 0.181
H -1.3648 -4.6691 2.1599 -0.017 0.003 -0.036
N -7.2459 -0.6359 -0.0529 -0.001 0.020 -0.028
N -2.3055 -3.6830 0.5762 -0.122 -0.049 -0.008
```
Positions in Å, forces in eV/Å.

=====

4.
Molecular formula: C24H24Cl42F9N2O6S2
Method: DFT, ωB97M-V with the def2-TZVPD basis set

The calculation puts the HOMO-LUMO gap at 0.28689 Ha. The charge is -1. The HOMO energy is -6.65 eV. The LUMO energy is 0.0427 Ha.

The geometry in XYZ format:
```
109
Properties=species:S:1:pos:R:3:forces:R:3
C -5.3131 -4.7296 -15.2197 -0.041 -0.110 -0.023
F 2.8509 -2.9032 3.7344 0.633 0.067 -0.069
Cl -3.8327 -1.4600 -13.4006 -0.081 0.032 -0.001
H -4.7717 -3.8884 -14.8121 0.054 0.053 0.040
C 0.3276 -7.0651 -0.7063 -0.030 0.124 -1.371
O -2.2233 -5.2171 -4.1223 0.739 -0.670 1.859
C 0.0647 3.5698 13.6522 -0.155 0.001 -0.172
Cl -4.3097 0.7140 2.1125 0.040 -0.039 -0.101
Cl -1.8082 -3.2818 -12.3974 -0.046 0.003 0.019
H 4.0667 -5.8958 0.3041 0.174 -0.233 0.292
Cl 2.1504 3.5760 -6.7178 0.002 0.027 -0.049
Cl 5.7227 2.3469 8.7316 -0.015 0.027 0.007
O 3.6253 -4.0502 -3.7330 -0.027 0.606 0.014
H 0.6597 -7.5874 -1.5954 0.179 -0.100 -0.137
C -7.4968 2.3599 2.9348 -0.072 0.098 0.073
Cl -1.1829 -0.4703 -12.7437 -0.066 -0.008 0.046
Cl 1.1284 3.2050 12.2919 -0.019 0.106 0.113
Cl -2.6156 7.2235 10.0711 -0.003 0.014 0.208
H -3.6356 -6.7617 -2.7357 -0.161 -0.168 -0.293
Cl 3.7438 1.2821 -5.9543 0.015 0.010 -0.053
C 1.7486 -3.0932 3.0137 -0.555 0.124 -0.118
C 2.7187 6.0311 -2.6996 -0.079 -0.113 0.023
Cl 0.1229 6.9196 11.0046 -0.057 0.304 -0.358
S 0.3974 -4.3327 -3.2043 0.809 1.608 -0.676
F 0.8465 -3.6503 3.8315 -0.455 -0.140 0.347
Cl 4.2699 1.6529 2.4608 -0.039 -0.031 0.022
Cl -6.9175 -4.7566 -14.4856 0.020 0.025 0.001
C -2.3383 2.9513 -3.0305 -0.024 0.064 0.075
H 2.4900 -5.4577 -0.1980 -0.412 0.215 0.014
O 0.7853 -4.7519 -4.5080 0.320 -0.638 -0.182
S 3.0119 -4.7522 -2.6380 0.558 -0.225 -0.403
H 4.1987 2.8691 -7.6107 0.003 0.038 -0.019
Cl 3.1303 6.5206 6.6917 -0.056 0.004 0.107
C 1.9593 -4.0588 1.8211 0.630 -0.514 0.650
Cl -8.0782 1.6199 4.4273 0.026 -0.023 -0.019
Cl 0.0015 0.2056 -7.7030 -0.282 -0.117 0.138
H 4.2248 4.0054 8.0289 0.015 0.033 0.012
F 1.5157 -0.8208 3.5477 0.092 0.310 0.335
Cl -6.4658 3.7467 3.2861 0.013 -0.025 -0.019
Cl -0.7715 7.0057 7.2428 -0.001 -0.084 -0.214
H 3.2437 6.8982 -2.3244 0.006 0.019 0.024
H 0.6009 3.3570 14.5662 0.010 0.026 0.027
O 3.0067 -6.1910 -2.8067 -0.285 -0.299 0.630
N -0.5499 -5.6427 -2.5740 -1.182 0.505 0.907
Cl 2.6436 1.4542 -8.6345 0.280 0.110 -0.175
C -0.4186 -5.8204 -1.1369 -0.232 0.715 1.935
Cl 3.7163 4.8715 4.3784 0.158 -0.013 -0.012
F 1.6334 -5.2971 2.2330 0.053 -0.604 0.386
H 4.1456 -3.3181 -1.1536 0.130 0.203 0.046
C 1.1622 -1.7016 2.6092 0.782 0.096 0.714
O -0.3985 -3.1457 -3.1627 -0.585 -0.012 0.639
F 4.2104 -4.6444 2.2120 0.311 -0.185 0.812
F 1.1078 -3.7487 0.8675 -0.509 0.656 -0.777
Cl -8.8491 2.8307 1.9025 0.019 -0.018 -0.011
Cl -3.5764 -0.4945 4.6498 0.015 -0.014 -0.031
C -1.3661 7.8625 11.1458 0.115 -0.083 -0.181
Cl 1.1800 5.8981 -1.8526 -0.010 0.049 0.014
Cl 1.5987 2.7753 2.6707 -0.190 -0.133 0.002
H 2.3149 0.9652 1.3717 -0.013 -0.053 -0.009
Cl 0.1942 5.2751 5.1257 -3.324 -1.589 0.259
C 2.7598 6.2098 4.9892 1.520 0.606 -0.239
Cl -0.6473 7.9960 4.5076 -0.042 -0.231 0.102
N 1.5858 -4.1486 -2.1413 0.145 -0.979 -0.606
Cl -1.9557 1.6370 3.5306 0.052 -0.022 -0.027
Cl 3.0177 7.6673 4.0216 0.057 0.048 -0.001
H -1.3389 -1.4733 -6.7658 -0.018 -0.035 0.049
H -1.9316 6.2292 5.3643 0.013 -0.053 -0.040
H -3.5781 -5.3834 -1.7020 0.069 0.366 0.375
C 3.3921 -4.1451 1.2708 -0.475 -0.371 -0.721
Cl 3.7136 4.6089 -2.3826 0.100 0.110 -0.215
C -1.8992 -5.6277 -3.0070 -0.639 0.655 -2.170
Cl -2.7307 -0.4998 -8.3855 -0.088 -0.029 -0.039
H -1.7207 7.7802 12.1646 -0.024 0.004 0.007
Cl 3.6279 2.1700 6.7277 -0.017 -0.099 -0.058
H -2.3720 -0.4885 2.6424 0.002 -0.004 -0.031
C -1.5161 -0.4588 -7.0980 0.199 0.069 0.035
Cl -4.4202 -6.1989 -14.8289 0.002 0.036 0.003
C 3.3047 2.3640 -7.2737 -0.091 -0.139 0.173
Cl -2.1115 0.4794 -5.7270 -0.062 -0.051 -0.067
C 4.0619 -4.3921 -1.2079 -1.401 -0.500 0.020
H 1.2119 -6.7861 -0.1604 0.032 -0.061 0.541
H -1.7029 2.1816 -3.4478 0.032 -0.022 0.005
Cl -5.4288 -4.5127 -16.9688 0.009 0.021 0.015
Cl -1.8254 4.5046 -3.6931 0.006 -0.029 -0.026
Cl 2.4664 6.2564 -4.4324 0.026 0.045 0.050
F 1.6325 -1.2493 1.4603 0.022 0.039 -0.515
H 1.7147 5.9348 4.9191 1.919 0.912 -0.152
Cl -1.3734 2.5501 13.6016 0.014 -0.027 0.053
Cl -2.1493 2.9297 -1.2751 0.019 -0.014 -0.018
C -2.9795 -6.1852 -2.1013 0.446 -0.554 -0.364
C -2.4379 -1.6375 -12.3274 0.169 -0.059 -0.056
C -0.9238 6.5807 5.5382 -0.040 0.442 0.140
H -2.6085 -6.8457 -1.3263 -0.035 0.102 0.293
Cl -0.3972 5.2782 13.6613 0.056 -0.293 0.377
Cl 2.9880 2.8390 0.1363 -0.042 -0.124 0.155
C -2.9719 0.2434 3.1658 -0.060 0.068 0.126
F 3.7948 -2.8784 1.0455 0.210 0.551 -0.207
H 4.9983 -4.8708 -1.4416 0.361 0.132 -0.284
H -0.3192 -7.7393 -0.1636 -0.160 0.081 0.504
O -0.9102 -5.0614 -0.3137 0.512 -1.096 -1.641
Cl 2.9374 2.7066 9.4862 -0.010 0.016 0.022
Cl -1.0667 9.5672 10.7970 -0.003 -0.029 0.056
C 3.4537 -5.0471 0.0443 0.709 0.428 -0.400
Cl -4.0062 2.5958 -3.4838 0.020 -0.012 -0.005
F -0.1497 -1.7379 2.5881 -0.833 -0.114 -0.422
H -6.9059 1.6268 2.4049 0.020 -0.026 0.001
C 2.7376 1.9256 1.6240 0.105 0.190 -0.067
C 4.1423 2.9431 8.2172 -0.002 0.002 -0.062
H -2.7633 -1.4416 -11.3141 0.002 0.015 0.009
```
Positions in Å, forces in eV/Å.